[1]
Formula: C4H6F6O12S3Zn
Source: OMol25
Level of theory: the ωB97M-V functional and the def2-TZVPD basis

Geometry as ORCA input:
```
! wB97M-V def2-TZVPD RIJCOSX def2/J DEFGRID3
* xyz -2 1
Zn 1.35 -19.40 -25.01
S 3.74 -19.02 -24.10
O 3.99 -19.82 -22.93
O 4.90 -18.17 -24.44
O 3.36 -19.89 -25.17
O 2.49 -18.30 -23.95
C -0.66 -21.84 -28.28
F -1.06 -22.99 -28.81
F -0.31 -20.94 -29.23
F -1.68 -21.46 -27.56
S 0.96 -22.16 -27.11
O 0.62 -23.38 -26.34
O 2.17 -22.31 -27.94
O 1.08 -20.94 -26.27
C 1.82 -16.71 -28.86
F 1.42 -15.65 -28.16
F 0.88 -17.40 -29.56
F 2.77 -16.20 -29.72
S 2.66 -17.98 -27.66
O 3.89 -17.35 -27.16
O 1.73 -18.28 -26.54
O 2.94 -19.23 -28.37
C -1.46 -19.75 -24.12
C -0.59 -20.87 -23.47
O 0.77 -20.45 -23.39
O -0.81 -18.94 -25.07
H -1.86 -19.12 -23.33
H -2.34 -20.20 -24.58
H -0.64 -21.80 -24.04
H -1.01 -21.04 -22.48
H 1.18 -21.06 -22.78
H -1.45 -18.42 -25.56
*
```

The calculation puts the energy relative to the best compared isomer or geometry (same formula, charge and spin) at 84.4 kcal per mole. The calculation puts the highest occupied orbital energy at -1.4 eV. For the LUMO energy, the calculation gives 0.1434 Ha. The calculation puts the electronic energy at -126044.928 eV.

[2]
Formula: C67H51FN2O36S
Source: OMol25
Level of theory: the ωB97M-V functional and the def2-TZVPD basis

Geometry as ORCA input:
```
! wB97M-V def2-TZVPD RIJCOSX def2/J DEFGRID3
* xyz 0 1
C 0.69 1.95 -4.18
C 1.53 1.75 -5.44
C 1.43 0.35 -6.12
F 1.13 0.60 -7.47
C 0.29 -0.46 -5.55
C -0.92 -0.39 -6.18
C -2.00 -1.09 -5.73
C -3.27 -0.97 -6.54
C -4.52 -1.65 -5.95
O -5.73 -1.03 -6.40
C -1.85 -1.85 -4.60
C -0.67 -1.94 -3.95
C 0.42 -1.25 -4.43
C 1.72 -1.39 -3.71
O 2.82 -1.24 -4.22
C 1.67 -1.76 -2.25
C 2.86 -1.37 -1.44
C 2.70 -1.53 0.06
S 2.64 -3.24 0.72
C 3.06 -4.37 -0.55
N 3.19 -5.61 -0.25
N 3.48 -6.27 -1.41
C 3.51 -5.41 -2.33
O 3.25 -4.18 -1.86
C 0.60 -2.40 -1.81
C -0.52 -2.76 -2.71
O -1.26 -3.70 -2.46
H -0.38 1.94 -4.38
H 0.89 2.93 -3.76
H 0.93 1.24 -3.39
H 1.23 2.51 -6.15
H 2.57 1.87 -5.14
H 2.36 -0.17 -6.11
H -1.02 0.23 -7.05
H -3.09 -1.44 -7.50
H -3.50 0.08 -6.77
H -4.55 -2.67 -6.33
H -4.48 -1.66 -4.87
H -5.58 -0.08 -6.37
H -2.68 -2.42 -4.21
H 3.02 -0.30 -1.63
H 3.78 -1.85 -1.78
H 3.56 -1.06 0.53
H 1.84 -0.99 0.43
H 3.68 -5.60 -3.37
H 0.49 -2.69 -0.77
O 2.66 4.97 -12.10
C 1.77 4.25 -11.69
C 0.42 4.26 -12.25
C -0.52 3.46 -11.73
O -1.76 3.42 -12.19
C -0.22 2.54 -10.58
O -1.13 1.85 -10.15
C 1.13 2.52 -10.04
C 2.07 3.32 -10.56
O 3.32 3.34 -10.11
H 0.22 4.93 -13.07
H -2.23 2.76 -11.65
H 1.33 1.84 -9.22
H 3.78 4.00 -10.65
O -0.99 2.33 -1.45
C -2.03 1.70 -1.29
C -2.47 0.64 -2.17
C -3.63 0.01 -1.93
O -4.07 -0.98 -2.71
C -4.50 0.38 -0.77
O -5.55 -0.22 -0.61
C -4.05 1.43 0.13
C -2.89 2.05 -0.11
O -2.42 3.02 0.68
H -1.83 0.38 -3.01
H -4.93 -1.27 -2.33
H -4.67 1.67 0.97
H -1.58 3.30 0.28
O 2.68 1.27 1.71
C 3.49 1.90 2.37
C 4.39 2.89 1.81
C 5.26 3.53 2.61
O 6.10 4.45 2.16
C 5.33 3.25 4.09
O 6.14 3.85 4.75
C 4.41 2.27 4.65
C 3.55 1.63 3.85
O 2.68 0.73 4.31
H 4.33 3.08 0.75
H 6.61 4.75 2.93
H 4.46 2.09 5.71
H 2.18 0.42 3.53
O -4.82 -1.62 1.36
C -5.52 -2.42 1.95
C -5.01 -3.26 3.03
C -5.82 -4.13 3.64
O -5.41 -4.91 4.63
C -7.26 -4.28 3.24
O -7.93 -5.11 3.83
C -7.78 -3.44 2.18
C -6.97 -2.56 1.56
O -7.43 -1.77 0.59
H -3.98 -3.14 3.31
H -6.19 -5.44 4.89
H -8.82 -3.55 1.92
H -6.69 -1.20 0.27
O -3.66 -1.50 7.73
C -3.39 -2.61 8.16
C -4.22 -3.77 7.90
C -3.88 -4.96 8.41
O -4.60 -6.06 8.20
C -2.66 -5.14 9.25
O -2.42 -6.25 9.70
C -1.81 -3.98 9.49
C -2.14 -2.79 8.98
O -1.39 -1.71 9.17
H -5.10 -3.64 7.29
H -4.14 -6.78 8.68
H -0.92 -4.13 10.08
H -1.82 -0.97 8.71
O 5.13 3.20 8.31
C 4.67 4.33 8.35
C 4.87 5.31 7.29
C 4.35 6.53 7.41
O 4.50 7.47 6.47
C 3.56 6.94 8.61
O 3.13 8.08 8.66
C 3.34 5.96 9.66
C 3.86 4.73 9.54
O 3.69 3.79 10.47
H 5.45 5.00 6.43
H 4.03 8.25 6.80
H 2.75 6.26 10.52
H 4.17 3.00 10.14
O 0.96 4.20 9.66
C -0.11 3.63 9.76
C -0.57 2.61 8.83
C -1.77 2.04 9.01
O -2.24 1.10 8.18
C -2.67 2.42 10.15
O -3.75 1.87 10.23
C -2.20 3.42 11.09
C -1.00 3.99 10.92
O -0.52 4.91 11.75
H 0.09 2.34 8.01
H -3.12 0.85 8.53
H -2.85 3.67 11.91
H 0.36 5.16 11.40
O 4.98 -6.02 -9.44
C 4.38 -5.09 -8.94
C 4.00 -3.90 -9.68
C 3.35 -2.90 -9.06
O 2.97 -1.79 -9.68
C 3.00 -2.98 -7.60
O 2.43 -2.04 -7.09
C 3.37 -4.18 -6.87
C 4.01 -5.18 -7.49
O 4.37 -6.30 -6.87
H 4.25 -3.85 -10.73
H 2.52 -1.24 -9.00
H 3.10 -4.23 -5.82
H 4.82 -6.85 -7.54
*
```

The calculation puts the energy relative to the best compared isomer or geometry (same formula, charge and spin) at 0.0 kcal per mole. Its SMILES is CC[C@H](F)c1cc(CCO)cc2c1C(=O)C(CCSc1nnco1)=CC2=O.O=C1C=C(O)C(=O)C=C1O.O=C1C=C(O)C(=O)C=C1O.O=C1C=C(O)C(=O)C=C1O.O=C1C=C(O)C(=O)C=C1O.O=C1C=C(O)C(=O)C=C1O.O=C1C=C(O)C(=O)C=C1O.O=C1C=C(O)C(=O)C=C1O.O=C1C=C(O)C(=O)C=C1O. The calculation puts the highest occupied orbital energy at -9.1 eV. For the LUMO energy, the calculation gives -0.0717 Ha. The calculation puts the electronic energy at -160543.665 eV.